(1)
A structure of composition C39H33AsCl3F10N6O9SSi2TeTi. Source: the OMol25 dataset; level of theory: the ωB97M-V functional and the def2-TZVPD basis.

Each line ends with the Löwdin charge.
Positions of all 106 atoms, in Å:
Ti -0.572 0.679 0.840  0.9442
C -6.222 1.774 4.611  -0.0418
C -5.446 1.725 3.331  -0.2796
C -6.072 1.805 2.093  -0.0276
C -5.328 1.864 0.923  -0.0397
C -3.948 1.819 0.991  -0.2649
C -3.312 1.680 2.212  -0.0851
C -4.056 1.618 3.375  -0.0762
S -2.913 2.273 -0.401  0.6647
O -3.731 2.443 -1.574  -0.2841
O -2.245 3.463 0.091  -0.2919
N -1.793 1.097 -0.611  -0.1973
C -1.276 0.960 -1.877  -0.3921
C -1.162 2.069 -2.741  -0.0082
C -0.640 1.892 -4.000  -0.0475
C -0.255 0.613 -4.395  -0.0617
C -0.360 -0.400 -3.470  -0.2063
N -0.836 -0.253 -2.235  0.0642
H -7.215 2.188 4.454  0.0735
H -5.701 2.386 5.345  0.0729
H -6.328 0.772 5.023  0.0765
H -7.151 1.856 2.042  0.1080
H -5.802 1.966 -0.040  0.1130
H -2.228 1.631 2.226  0.0730
H -3.557 1.537 4.328  0.1146
H -1.456 3.043 -2.383  0.1056
H -0.512 2.736 -4.662  0.1076
H 0.151 0.424 -5.376  0.0959
H -0.024 -1.407 -3.708  0.0664
O 2.613 -3.096 4.061  0.1411
C 1.950 -2.320 3.414  -0.2199
C 1.175 -1.096 4.013  -0.2375
O 1.123 -0.862 5.213  0.1192
C 0.614 -0.434 2.872  -0.1894
C 0.960 -1.164 1.701  -0.2979
O 0.554 -0.684 0.552  -0.3435
C 1.719 -2.316 1.940  -0.2687
O 2.105 -3.154 1.074  -0.0649
O -0.108 0.640 2.670  -0.0862
F 1.238 1.043 -1.104  -0.2669
As 2.983 1.056 -0.968  0.8057
F 3.086 -0.298 0.126  -0.2710
F 2.927 2.121 0.410  -0.2363
F 4.764 1.087 -0.989  -0.2819
F 3.003 2.417 -2.085  -0.2624
F 3.038 -0.063 -2.372  -0.3467
F -1.020 3.060 3.386  0.0939
C -1.304 4.369 3.552  -0.1142
C -2.178 4.740 4.543  -0.1236
F -2.766 3.787 5.291  0.0971
C -2.481 6.098 4.820  -0.0476
C -1.796 7.028 4.002  -0.1359
C -0.941 6.654 2.996  -0.1329
F -0.369 7.632 2.271  0.1021
C -0.674 5.299 2.692  -0.0243
C 0.110 4.884 1.580  -0.1417
C 0.186 3.563 1.208  -0.0886
N 0.256 2.454 0.865  0.1253
C 0.739 5.792 0.714  -0.2022
N 1.259 6.527 0.000  0.1628
F -1.995 8.346 4.199  0.0960
C -3.385 6.505 5.827  -0.1766
C -3.656 7.842 6.139  -0.2314
N -3.938 8.913 6.458  0.1507
C -4.148 5.634 6.608  -0.2282
N -4.836 5.002 7.284  0.1544
C 4.730 -3.340 -1.387  -0.1738
Si 3.466 -4.670 -1.881  0.4731
C 4.196 -5.792 -3.272  -0.1930
C 2.971 -5.801 -0.428  -0.1715
C 1.923 -3.828 -2.604  -0.4906
Te 1.316 -2.172 -1.313  1.7964
C -0.442 -3.231 -0.740  -0.4648
Si -1.842 -3.594 -1.990  0.5263
C -2.757 -5.052 -1.132  -0.1884
C -1.311 -4.300 -3.700  -0.1929
C -3.122 -2.226 -2.345  -0.1621
H 5.640 -3.753 -0.963  0.0264
H 4.272 -2.698 -0.638  0.0016
H 5.006 -2.708 -2.227  0.0344
H 5.097 -6.292 -2.936  0.0120
H 4.453 -5.223 -4.159  0.0140
H 3.492 -6.562 -3.570  0.0143
H 3.778 -6.468 -0.140  0.0215
H 2.101 -6.408 -0.662  0.0239
H 2.721 -5.180 0.425  -0.0003
H 1.101 -4.521 -2.725  -0.0214
H 2.162 -3.409 -3.577  0.0119
H -0.867 -2.596 0.031  -0.0242
H -0.094 -4.150 -0.273  0.0260
H -2.210 -5.984 -1.237  0.0187
H -3.746 -5.198 -1.554  0.0204
H -2.886 -4.871 -0.070  -0.0202
H -0.819 -5.265 -3.622  0.0152
H -0.647 -3.628 -4.232  0.0048
H -2.199 -4.443 -4.309  0.0247
H -3.108 -1.443 -1.593  -0.0021
H -4.123 -2.649 -2.346  0.0310
H -2.959 -1.740 -3.303  0.0231
Cl -4.703 -3.267 1.544  0.6405
C -3.409 -2.284 2.178  -1.4802
Cl -3.948 -1.477 3.654  0.6755
Cl -1.988 -3.267 2.556  0.6616
C -3.012 -1.148 1.171  -0.7776
O -3.827 -0.790 0.348  0.0235
O -1.852 -0.717 1.396  -0.1619

Results
⟨S²⟩ = 3.80
Orbital gap (spin up / spin down) = 6.08 / 5.47 eV
E_HOMO (spin up / spin down) = -3.115 / -4.153 eV
Spin multiplicity = 4
Charge = -2
ΔE to the lowest compared entry with this formula, charge and spin = 66.4 kcal/mol


(2)
A structure of composition C39H33ClN6OPSW. Source: the OMol25 dataset; level of theory: the ωB97M-V functional and the def2-TZVPD basis.

Each line ends with the Löwdin charge.
Positions of all 83 atoms, in Å:
W -0.639 -0.198 -0.252  1.1769
C 0.995 1.705 1.510  -0.0648
N 1.228 0.867 0.301  -0.1483
C 2.347 -0.112 0.429  -0.0740
C 2.070 -1.293 -0.451  -0.3067
N 0.858 -1.641 -0.840  -0.0046
C 1.016 -2.788 -1.631  -0.1954
C 0.076 -3.589 -2.277  -0.0163
C 0.553 -4.669 -2.988  -0.0547
C 1.928 -4.958 -3.059  -0.0533
C 2.863 -4.177 -2.414  0.0045
C 2.370 -3.089 -1.701  -0.1706
N 3.010 -2.113 -0.940  0.2055
C -0.392 2.255 1.401  -0.2941
N -1.312 1.650 0.683  -0.0410
C -2.480 2.407 0.816  -0.2605
C -3.738 2.229 0.248  -0.0243
C -4.697 3.171 0.551  -0.0452
C -4.416 4.260 1.398  -0.0492
C -3.171 4.441 1.963  0.0080
C -2.210 3.487 1.644  -0.1653
N -0.864 3.359 2.001  0.2062
H 1.738 2.499 1.598  0.1464
H 1.072 1.058 2.384  0.1212
H 1.438 1.494 -0.474  0.1181
H 2.376 -0.447 1.463  0.1210
H 3.303 0.349 0.179  0.1442
H -0.982 -3.381 -2.217  0.0828
H -0.147 -5.320 -3.495  0.1166
H 2.257 -5.820 -3.623  0.1172
H 3.920 -4.406 -2.456  0.1234
H 4.000 -2.048 -0.765  0.1823
H -3.956 1.379 -0.385  0.1017
H -5.692 3.068 0.139  0.1168
H -5.201 4.973 1.613  0.1174
H -2.961 5.277 2.617  0.1223
H -0.343 3.978 2.602  0.1814
O 0.025 -1.136 1.615  -0.3215
N -0.528 -1.096 2.846  -0.1844
C 0.331 -1.248 3.886  -0.0323
C -0.123 -1.269 5.168  -0.0383
C -1.505 -1.145 5.388  -0.0379
C -2.352 -1.016 4.324  -0.0656
C -1.874 -1.003 2.992  -0.6699
S -2.858 -0.895 1.622  0.6457
H 1.365 -1.380 3.606  0.1318
H 0.578 -1.400 5.979  0.1182
H -1.900 -1.164 6.395  0.1228
H -3.420 -0.934 4.458  0.1149
Cl -2.639 -1.383 -1.304  0.6696
C -3.016 -0.621 -2.861  -0.5690
C -4.194 -1.017 -3.461  -0.0769
C -4.544 -0.417 -4.662  -0.0349
C -3.730 0.558 -5.224  -0.0376
C -2.554 0.931 -4.592  -0.0499
C -2.169 0.334 -3.393  -0.3796
P -0.608 0.730 -2.557  0.9723
C -0.301 2.497 -2.896  -0.3481
C 0.419 2.891 -4.028  -0.0875
C 0.588 4.237 -4.317  -0.0490
C 0.043 5.206 -3.483  -0.0499
C -0.681 4.825 -2.364  -0.0556
C -0.853 3.479 -2.071  -0.0831
C 0.647 -0.129 -3.558  -0.3683
C 0.303 -1.137 -4.449  -0.0703
C 1.294 -1.835 -5.134  -0.0508
C 2.628 -1.524 -4.933  -0.0549
C 2.980 -0.508 -4.047  -0.0639
C 1.996 0.180 -3.362  -0.1267
H -4.824 -1.767 -3.002  0.1201
H -5.463 -0.710 -5.152  0.1236
H -4.012 1.031 -6.154  0.1211
H -1.928 1.698 -5.033  0.1168
H 0.853 2.153 -4.689  0.1080
H 1.146 4.530 -5.196  0.1177
H 0.177 6.254 -3.713  0.1179
H -1.125 5.575 -1.722  0.1138
H -1.455 3.201 -1.219  0.0760
H -0.736 -1.397 -4.607  0.1114
H 1.017 -2.619 -5.826  0.1203
H 3.396 -2.059 -5.477  0.1183
H 4.022 -0.248 -3.909  0.1146
H 2.283 0.996 -2.703  0.1055

Results
⟨S²⟩ = 3.76
Orbital gap (spin up / spin down) = 7.37 / 6.99 eV
E_HOMO (spin up / spin down) = -11.889 / -12.467 eV
Spin multiplicity = 4
Charge = +2
ΔE to the lowest compared entry with this formula, charge and spin = 20.2 kcal/mol


(3)
A structure of composition C39H33CrN7O2PSe2. Source: the OMol25 dataset; level of theory: the ωB97M-V functional and the def2-TZVPD basis.

Each line ends with the Löwdin charge.
Positions of all 85 atoms, in Å:
Cr 0.293 -0.120 0.539  0.5811
C 6.731 -2.962 -0.195  -0.0566
C 5.246 -2.842 0.028  -0.2659
C 4.632 -4.033 0.613  -0.0444
C 3.491 -4.188 1.292  -0.1293
C 2.221 -2.137 0.848  -0.4026
N 0.854 -2.036 0.493  -0.0134
C 0.419 -2.932 -0.471  -0.1863
C 1.276 -3.848 -1.103  0.0089
C 0.825 -4.761 -2.039  -0.0306
C -0.506 -4.802 -2.435  -0.2793
C -1.000 -5.775 -3.472  -0.0540
C -1.353 -3.861 -1.869  0.0138
C -0.912 -2.959 -0.913  -0.1051
N -1.875 -2.024 -0.413  -0.0436
C -3.204 -2.214 -0.333  -0.0418
C -3.797 -1.001 -0.066  -0.0164
C -2.732 -0.102 -0.004  -0.1605
N -1.574 -0.720 -0.210  0.0026
C 3.193 -1.403 -0.072  -0.1926
C 4.619 -1.699 -0.260  -0.0073
N 2.583 -0.812 -1.252  -0.0097
C 3.063 -0.851 -2.509  -0.0424
C 2.191 -0.163 -3.320  -0.0268
C 1.178 0.276 -2.462  -0.1042
N 1.422 -0.116 -1.222  -0.0035
H 6.945 -3.790 -0.875  0.0836
H 7.252 -3.174 0.740  0.0852
H 7.145 -2.050 -0.622  0.0759
H 5.239 -4.930 0.592  0.1072
H 3.278 -5.142 1.760  0.1284
H 2.328 -3.836 -0.866  0.0995
H 1.537 -5.447 -2.483  0.1136
H -0.224 -6.496 -3.724  0.0726
H -1.290 -5.266 -4.393  0.0811
H -1.868 -6.332 -3.117  0.0777
H -2.378 -3.804 -2.215  0.1187
H -3.629 -3.192 -0.469  0.1288
H -4.844 -0.794 0.058  0.1039
H -2.747 0.956 0.191  0.0672
H 5.208 -0.864 -0.629  0.1287
H 3.979 -1.371 -2.727  0.1272
H 2.274 0.003 -4.379  0.0989
H 0.288 0.852 -2.671  0.0257
Se -0.024 2.403 0.540  0.5127
P -1.424 3.334 -0.884  0.1788
Se -2.028 2.308 -2.641  0.3047
C -2.890 3.816 0.113  -0.4001
C -4.123 3.965 -0.518  -0.1112
C -5.235 4.374 0.203  -0.0800
C -5.129 4.639 1.560  -0.0884
C -3.904 4.496 2.196  -0.0851
C -2.790 4.086 1.477  -0.1283
C -0.643 4.939 -1.268  -0.3965
C -0.040 5.689 -0.259  -0.1139
C 0.508 6.928 -0.546  -0.0807
C 0.463 7.426 -1.842  -0.0877
C -0.135 6.683 -2.847  -0.0814
C -0.690 5.441 -2.562  -0.1110
H -4.205 3.743 -1.575  0.0571
H -6.189 4.481 -0.298  0.1035
H -5.999 4.956 2.122  0.1018
H -3.813 4.704 3.254  0.1019
H -1.840 3.965 1.981  0.0594
H 0.017 5.299 0.749  0.0734
H 0.978 7.503 0.241  0.1030
H 0.896 8.393 -2.066  0.1012
H -0.169 7.065 -3.859  0.1025
H -1.154 4.851 -3.342  0.0476
N -2.916 -1.281 7.219  0.1726
C -2.413 -1.072 6.208  -0.1600
C -1.779 -0.808 4.935  -0.2062
C -2.219 0.239 4.139  0.0210
C -1.592 0.442 2.923  -0.1101
N -0.594 -0.331 2.486  0.0050
C -0.161 -1.325 3.268  -0.0554
C -0.725 -1.599 4.501  0.0227
H -3.026 0.885 4.450  0.1274
H -1.873 1.264 2.278  0.0546
H 0.652 -1.923 2.884  0.1125
H -0.348 -2.414 5.100  0.1279
O 2.502 -3.321 1.570  0.0360
C 2.767 -0.829 1.307  -0.2345
O 1.922 0.223 1.423  -0.2789
H 3.588 -0.878 2.019  0.1680

Results
⟨S²⟩ = 3.78
Orbital gap (spin up / spin down) = 6.83 / 6.90 eV
E_HOMO (spin up / spin down) = -7.460 / -7.644 eV
Spin multiplicity = 4


(4)
A structure of composition C39H33GeN7O4SW. Source: the OMol25 dataset; level of theory: the ωB97M-V functional and the def2-TZVPD basis.

Each line ends with the Löwdin charge.
Positions of all 86 atoms, in Å:
W 0.117 -0.216 -1.043  1.6788
O -1.727 -3.837 0.007  0.2650
C -1.320 -2.762 -0.545  -0.4157
O -0.619 -1.922 0.028  -0.0523
C -1.716 -2.472 -1.923  -0.1598
C -2.492 -3.233 -2.764  0.0853
C -2.826 -2.704 -4.009  0.0526
C -2.409 -1.421 -4.329  0.0881
C -1.634 -0.733 -3.416  -0.1506
N -1.264 -1.264 -2.254  0.0046
C -1.172 0.692 -3.526  -0.4906
O -1.270 1.377 -4.484  0.2188
O -0.646 1.062 -2.340  -0.2498
H -1.466 -3.903 0.942  0.1757
H -2.845 -4.204 -2.435  0.1528
H -3.426 -3.272 -4.709  0.1446
H -2.687 -0.942 -5.261  0.1557
C 3.153 -2.246 1.447  0.0102
C 2.349 -1.667 0.327  -0.2607
N 1.575 -0.555 0.479  -0.1391
N 1.697 0.151 1.660  0.0754
C 1.015 1.235 1.922  -0.5738
N 1.169 1.929 3.025  0.2069
S -0.353 1.581 0.877  0.9441
C 2.346 -2.187 -0.985  -0.2446
C 3.220 -3.187 -1.440  0.0255
C 3.264 -3.508 -2.773  0.0053
C 2.436 -2.825 -3.682  -0.0110
C 1.567 -1.892 -3.197  -0.0924
N 1.478 -1.584 -1.879  -0.0777
H 2.641 -2.139 2.407  0.0774
H 4.148 -1.797 1.525  0.1153
H 3.293 -3.313 1.294  0.0970
H 2.357 -0.193 2.343  0.1654
H 1.835 1.662 3.736  0.1556
H 0.736 2.839 3.112  0.1351
H 3.884 -3.677 -0.742  0.1277
H 3.951 -4.265 -3.128  0.1358
H 2.483 -3.019 -4.744  0.1298
H 0.917 -1.350 -3.868  0.1217
C -0.704 6.101 0.855  -0.0084
C -1.840 5.309 0.954  -0.0170
C -1.729 3.925 0.978  -0.0907
C -0.460 3.374 0.894  -0.4740
C 0.695 4.147 0.784  -0.1169
C 0.560 5.524 0.776  -0.0379
Ge -2.167 0.867 2.782  1.0802
C -0.948 -0.405 3.731  -0.4204
C -0.466 0.017 4.975  -0.1533
C 0.311 -0.824 5.766  -0.0611
C 0.612 -2.107 5.326  -0.0584
C 0.139 -2.546 4.093  -0.0861
C -0.642 -1.703 3.309  -0.1434
C -3.101 -0.320 1.476  -0.4263
C -3.385 0.030 0.154  -0.1740
C -4.309 -0.693 -0.596  -0.0884
C -4.965 -1.780 -0.037  -0.0656
C -4.703 -2.140 1.281  -0.0549
C -3.784 -1.412 2.028  -0.1250
H -0.799 7.179 0.844  0.1325
H -2.820 5.762 1.024  0.1312
H -2.614 3.309 1.064  0.0861
H 1.676 3.686 0.725  0.1154
H 1.441 6.148 0.701  0.1272
H -0.720 1.009 5.342  0.0956
H 0.665 -0.485 6.734  0.1187
H 1.190 -2.774 5.954  0.1195
H 0.363 -3.555 3.761  0.1084
H -1.033 -2.049 2.364  0.0547
H -2.976 0.937 -0.279  0.0743
H -4.551 -0.382 -1.608  0.1140
H -5.710 -2.320 -0.610  0.1182
H -5.233 -2.970 1.734  0.1205
H -3.610 -1.684 3.065  0.1067
N 1.613 5.984 -2.596  0.2245
C 1.997 4.904 -2.504  -0.1458
C 2.440 3.549 -2.311  -0.1680
C 3.763 3.164 -2.496  0.0544
C 4.097 1.845 -2.234  0.0073
C 3.122 0.977 -1.791  -0.0882
N 1.843 1.344 -1.619  -0.0262
C 1.514 2.610 -1.889  -0.0914
H 4.502 3.878 -2.835  0.1479
H 5.111 1.492 -2.369  0.1326
H 3.376 -0.049 -1.567  0.1060
H 0.481 2.892 -1.786  0.1136

Results
⟨S²⟩ = 3.78
Orbital gap (spin up / spin down) = 5.55 / 5.05 eV
E_HOMO (spin up / spin down) = -14.717 / -15.148 eV
Spin multiplicity = 4
Charge = +3
ΔE to the lowest compared entry with this formula, charge and spin = 71.3 kcal/mol


(5)
A structure of composition C39H33I2N6O3STl. Source: the OMol25 dataset; level of theory: the ωB97M-V functional and the def2-TZVPD basis.

Each line ends with the Löwdin charge.
Positions of all 85 atoms, in Å:
Tl -0.451 0.544 -1.328  0.8349
C -3.631 0.981 -2.894  -0.0601
C -4.164 1.178 -1.530  -0.2476
C -5.444 0.730 -1.199  -0.0623
C -6.005 0.990 0.042  -0.1106
C -5.360 1.808 0.954  -0.0667
C -4.133 2.331 0.643  -0.2155
C -3.449 3.245 1.575  -0.0518
C -3.510 1.942 -0.605  -0.2032
N -2.171 2.379 -0.838  -0.0140
C -2.017 3.673 -1.161  -0.5268
O -2.911 4.505 -1.372  -0.0151
C -0.576 4.161 -1.136  -0.1681
C -0.284 5.537 -1.295  -0.0021
C 1.065 5.907 -1.177  -0.0748
C 2.012 4.922 -1.035  -0.0349
C 1.631 3.595 -0.939  -0.2008
N 0.360 3.232 -0.900  0.1155
C 2.711 2.542 -0.847  -0.5270
O 3.865 2.934 -1.163  -0.0407
N 2.348 1.340 -0.407  0.0582
C 3.272 0.283 -0.673  -0.2056
C 3.802 0.042 -1.954  -0.2140
C 3.284 0.817 -3.144  -0.0692
C 4.698 -1.018 -2.178  -0.0890
C 5.123 -1.790 -1.125  -0.1400
C 4.575 -1.593 0.145  -0.0718
C 3.636 -0.566 0.389  -0.2057
C 3.135 -0.361 1.778  -0.0427
H -4.412 0.615 -3.545  0.0696
H -2.830 0.225 -2.891  0.0295
H -3.176 1.907 -3.213  0.0768
H -6.024 0.114 -1.917  0.1085
H -6.969 0.614 0.223  0.0715
H -5.736 2.041 1.922  0.0964
H -3.792 3.056 2.604  0.0731
H -3.578 4.340 1.277  0.1030
H -2.327 3.068 1.567  0.0864
H -1.077 6.206 -1.489  0.0859
H 1.364 7.004 -1.232  0.1146
H 3.056 5.153 -1.000  0.0989
H 3.967 1.627 -3.452  0.0755
H 2.256 1.228 -2.945  0.0551
H 3.247 0.130 -4.055  0.0844
H 5.108 -1.193 -3.170  0.0970
H 5.884 -2.558 -1.210  0.0842
H 4.842 -2.127 1.059  0.0967
H 3.773 -0.881 2.462  0.0624
H 2.164 -0.823 1.853  0.0505
H 3.049 0.680 2.022  0.0676
I -4.873 -3.007 0.816  0.8212
C -3.701 -1.598 1.788  -0.6691
C -4.044 -1.212 3.091  -0.2512
C -3.347 -0.248 3.779  -0.6035
I -3.947 0.245 5.799  0.7503
C -2.150 0.288 3.232  -0.2457
C -1.364 1.256 3.889  -0.0708
C -0.269 1.790 3.298  -0.0377
C 0.018 1.334 1.990  -0.1474
N -0.659 0.390 1.375  0.0768
C -1.807 -0.087 1.946  -0.1582
C -2.570 -1.086 1.114  -0.4580
O -2.141 -1.457 -0.030  -0.2411
H -4.842 -1.750 3.582  0.0645
H -1.753 1.438 4.853  0.0061
H 0.321 2.531 3.830  0.1042
H 0.916 1.684 1.489  0.0754
N 0.276 -2.654 0.332  0.1450
C 0.763 -3.358 1.347  -0.9235
S 0.237 -3.101 2.923  0.5626
N 1.759 -4.221 1.098  0.0440
C 2.260 -4.804 -0.087  -0.2034
C 2.401 -4.181 -1.323  -0.0194
C 2.883 -4.922 -2.417  -0.0664
C 3.211 -6.270 -2.265  -0.1214
C 3.030 -6.877 -1.042  -0.1278
C 2.690 -6.143 0.066  -0.0326
H -0.613 -2.168 0.383  0.0249
H 0.417 -2.963 -0.598  0.0717
H 1.964 -4.700 1.961  0.0913
H 2.109 -3.174 -1.379  0.0883
H 3.090 -4.287 -3.253  0.0971
H 3.728 -6.815 -3.112  0.1118
H 3.305 -7.925 -0.968  0.0969
H 2.505 -6.666 0.998  0.1085

Results
Orbital gap = 5.93 eV
E_HOMO = -2.390 eV
Charge = -2
ΔE to the lowest compared entry with this formula, charge and spin = 0.0 kcal/mol